Record 1
A molecular structure, C28H22F3N2OOsSSb. Source: the Open Molecules 2025 dataset; level of theory: wB97M-V/def2-TZVPD.

Geometry (Å):
Os  -2.31701  1.23657  0.32131
O  -2.16354  2.52219  1.86411
C  -1.41539  3.54496  2.07716
C  -0.96117  3.83938  3.38890
C  -0.06405  4.85335  3.57144
C  0.36144  5.62274  2.47114
C  -0.14262  5.39081  1.18826
C  -1.04746  4.37663  0.96970
C  -1.68438  4.16632  -0.33109
N  -2.26613  3.05592  -0.80533
C  -2.78881  3.34463  -2.05192
C  -2.52448  4.64101  -2.33497
N  -1.83510  5.13049  -1.25180
H  -1.32397  3.22985  4.20675
H  0.32445  5.06126  4.55956
H  1.08359  6.41562  2.62056
H  0.20501  6.00049  0.36268
H  -3.30141  2.60540  -2.64346
H  -2.78010  5.24981  -3.18589
H  -1.53485  6.08671  -1.14300
S  -0.52600  0.13436  1.22159
Sb  0.42188  -1.72486  0.01367
C  1.84578  -2.31130  1.42513
C  2.86968  -3.13838  0.96633
C  3.85040  -3.55311  1.85254
C  3.80698  -3.14311  3.17840
C  2.78213  -2.32223  3.62868
C  1.78926  -1.89879  2.75358
C  -0.95488  -3.25503  -0.26594
C  -1.38176  -3.89800  0.89240
C  -2.28696  -4.94269  0.77516
C  -2.74347  -5.32981  -0.47898
C  -2.31072  -4.67321  -1.62555
C  -1.41375  -3.61889  -1.52889
C  1.47624  -0.99575  -1.62645
C  1.33528  -1.53921  -2.90061
C  2.07074  -0.99076  -3.94352
C  2.92499  0.07883  -3.70727
C  3.06162  0.60635  -2.42819
C  2.33349  0.07223  -1.37531
H  2.91023  -3.46194  -0.06843
H  4.64674  -4.19880  1.50656
H  4.57587  -3.46925  3.86644
H  2.74902  -2.01121  4.66474
H  0.99085  -1.26660  3.11673
H  -1.02011  -3.60261  1.87002
H  -2.63221  -5.45558  1.66410
H  -3.44859  -6.14650  -0.56380
H  -2.67501  -4.97729  -2.59839
H  -1.11190  -3.09001  -2.42113
H  0.69431  -2.38777  -3.08966
H  1.97521  -1.40223  -4.94048
H  3.49696  0.49904  -4.52462
H  3.74114  1.43059  -2.24857
H  2.45332  0.47193  -0.37575
F  -2.93985  -1.14151  -0.87887
C  -2.45774  0.03556  -1.34848
F  -1.34469  -0.23925  -2.06275
F  -3.37854  0.48265  -2.24854

Values from the calculation:
Kohn-Sham gap (spin up / spin down) ... 8.3 / 5.3 eV
Net charge ... +2
<S²> ... 6.050
Multiplicity ... 5
E ... -2293.023097 Ha



Record 2
A molecular structure, C28H22N3OPRh. Source: the Open Molecules 2025 dataset; level of theory: wB97M-V/def2-TZVPD.

Geometry (Å):
Rh  -0.05062  -0.12061  -0.79344
C  -4.13118  4.19350  3.58689
C  -3.72614  2.93158  4.00808
C  -2.84704  2.19245  3.23781
C  -2.35932  2.72926  2.03949
C  -2.78727  3.99357  1.60804
C  -3.66293  4.72390  2.38937
P  -1.27524  1.80099  0.99023
C  -0.79620  0.21760  1.68557
C  -1.62168  -0.89443  1.43901
C  -1.29449  -2.12777  1.98572
C  -0.16543  -2.24962  2.78003
C  0.65222  -1.14796  3.02786
C  0.35433  0.08132  2.47772
C  0.11182  2.65739  0.31958
C  0.53458  3.94913  0.64178
C  1.64495  4.44607  -0.01035
C  2.29939  3.66449  -0.96412
C  1.86084  2.38385  -1.27229
C  0.73981  1.84080  -0.64610
H  -4.82251  4.76556  4.19202
H  -4.09678  2.52618  4.93992
H  -2.52571  1.21101  3.56538
H  -2.43804  4.39033  0.66147
H  -3.99061  5.70134  2.06218
H  -2.50656  -0.78438  0.82347
H  -1.91554  -2.98924  1.77939
H  0.08703  -3.21201  3.20516
H  1.53232  -1.25743  3.64795
H  0.99872  0.93440  2.64981
H  0.01722  4.53084  1.39404
H  2.01596  5.43563  0.22101
H  3.16783  4.06612  -1.47098
H  2.40609  1.82546  -2.02375
C  2.57233  -3.67503  -0.11116
C  1.92615  -2.52361  -0.81109
O  1.38876  -1.64826  -0.11510
C  1.92871  -2.47457  -2.27917
C  1.83581  -1.24946  -2.94004
C  1.78850  -1.19445  -4.31980
C  1.82467  -2.37386  -5.05480
C  1.93287  -3.59756  -4.40749
C  2.00272  -3.65157  -3.02553
H  2.81632  -3.39661  0.91087
H  3.45358  -4.03274  -0.63898
H  1.83615  -4.48746  -0.08532
H  1.84773  -0.32939  -2.36577
H  1.72626  -0.23945  -4.82514
H  1.77647  -2.33542  -6.13511
H  1.95985  -4.51597  -4.97848
H  2.06207  -4.61124  -2.52937
N  -1.32085  -1.10541  -2.11417
C  -1.41256  -2.22245  -2.47174
N  -1.51457  -3.43388  -2.86544
C  -1.10556  -4.28367  -1.91077
N  -0.73522  -5.02726  -1.10431

Values from the calculation:
Kohn-Sham gap (spin up / spin down) ... 8.3 / 5.3 eV
Net charge ... +1
<S²> ... 6.019
Relative energy (zero: lowest compared OMol25 entry of this formula, charge and spin) ... 0.0 kJ/mol
Multiplicity ... 5
E ... -1771.237669 Ha



Record 3
A molecular structure, C28H23BN12PbS in a non-equilibrium geometry. Source: the Open Molecules 2025 dataset; level of theory: wB97M-V/def2-TZVPD.

Geometry (Å):
Pb  0.27321  0.11392  -0.27105
C  2.75658  2.48618  -3.26145
C  1.85096  1.48476  -2.94164
N  1.62529  1.48463  -1.63251
N  2.36450  2.45903  -1.09243
C  3.05729  3.08253  -2.05174
B  2.38091  2.76513  0.40138
N  2.85915  1.49767  1.14198
C  3.86347  1.41388  2.02531
C  4.00099  0.09188  2.41191
C  3.02449  -0.57958  1.69222
N  2.34055  0.28166  0.93786
N  0.94022  3.11807  0.83299
C  0.54366  4.22432  1.47811
C  -0.83215  4.17914  1.62829
C  -1.20235  2.98664  1.02446
N  -0.12361  2.35859  0.55249
H  3.13606  2.74142  -4.22669
H  1.36083  0.78036  -3.58247
H  3.71037  3.90004  -1.82039
H  3.10020  3.66494  0.64786
H  4.42708  2.27644  2.31763
H  4.70149  -0.32011  3.10693
H  2.79274  -1.62538  1.67413
H  1.24073  4.97875  1.77850
H  -1.46530  4.89915  2.10083
H  -2.18076  2.56799  0.90205
N  1.43965  -3.28443  -3.38238
C  1.76055  -2.65712  -2.24127
N  0.91356  -1.67476  -2.03264
C  0.07084  -1.73157  -3.10303
N  0.37834  -2.71247  -3.92795
C  -1.04585  -0.82889  -3.31447
C  -1.89837  -0.97635  -4.42521
N  -2.92249  -0.17539  -4.57860
C  -3.14060  0.78978  -3.71089
C  -2.28534  0.96193  -2.62089
N  -1.26996  0.14191  -2.43287
H  1.89513  -4.06316  -3.84454
H  2.58286  -2.92707  -1.61119
H  -1.72545  -1.75005  -5.16113
H  -3.99981  1.42487  -3.87138
H  -2.41979  1.75768  -1.90399
S  -2.65798  -2.67635  2.96365
C  -2.95743  -3.34018  1.39523
C  -3.78765  -4.39554  1.04575
C  -3.85561  -4.74868  -0.28642
C  -3.11317  -4.06473  -1.25213
C  -2.29204  -3.01590  -0.90858
C  -2.19993  -2.63511  0.43100
N  -1.43634  -1.62958  0.93576
C  -1.56175  -1.52595  2.22351
C  -0.86327  -0.54484  3.01675
C  -1.06303  -0.50307  4.42069
C  -0.42833  0.41290  5.22139
C  0.44393  1.34224  4.68851
C  0.67810  1.33778  3.30548
C  0.01460  0.40960  2.60304
H  -4.35746  -4.91859  1.79621
H  -4.49235  -5.56622  -0.58322
H  -3.18826  -4.36916  -2.28491
H  -1.71790  -2.48582  -1.64633
H  -1.74455  -1.23267  4.83471
H  -0.61364  0.40789  6.28590
H  0.95370  2.07413  5.29447
H  1.36050  2.06088  2.88747

Values from the calculation:
Kohn-Sham gap ... 5.2 eV
Net charge ... +2
Relative energy (zero: lowest compared OMol25 entry of this formula, charge and spin) ... 184.5 kJ/mol
E ... -2353.254254 Ha



Record 4
A molecular structure, C28H23BrIN4O6RbS2Te in a non-equilibrium geometry. Source: the Open Molecules 2025 dataset; level of theory: wB97M-V/def2-TZVPD.

Geometry (Å):
Rb  0.53312  -0.92668  -0.93777
C  4.97148  0.07925  -0.53787
C  4.61384  -1.33644  -0.84425
N  3.39893  -1.81158  -0.97495
C  3.54503  -3.15420  -1.27630
C  4.87552  -3.48317  -1.31804
N  5.53023  -2.32025  -1.03894
C  5.68627  -4.72468  -1.56163
O  5.03604  -5.76351  -1.88083
O  6.91367  -4.59955  -1.43083
C  2.33991  -4.00103  -1.52966
O  2.55366  -5.25275  -1.84849
O  1.21724  -3.53264  -1.44234
H  4.11384  0.71363  -0.75135
H  5.82245  0.40476  -1.14109
H  5.24036  0.19571  0.51608
H  6.53545  -2.28280  -0.99007
H  3.56383  -5.49273  -1.86806
C  0.83728  7.16968  1.93991
C  0.87451  5.96132  1.03486
C  0.60188  4.68980  1.52892
C  0.60717  3.58216  0.69521
C  0.88739  3.74044  -0.65334
C  1.17074  5.00007  -1.16678
C  1.16531  6.10177  -0.32084
S  0.88993  2.31506  -1.71904
O  2.05475  1.54269  -1.30431
O  0.93069  2.83737  -3.07095
N  -0.36421  1.46370  -1.36495
C  -1.66611  1.83219  -1.64837
C  -2.06676  3.10023  -2.13136
C  -3.40618  3.34609  -2.33749
C  -4.34178  2.35425  -2.06465
C  -3.86347  1.14664  -1.58802
N  -2.57437  0.87425  -1.38574
H  0.90858  6.87952  2.98934
H  -0.09829  7.72069  1.80917
H  1.65578  7.85484  1.71293
H  0.38793  4.56127  2.58426
H  0.39678  2.59301  1.08533
H  1.38933  5.09296  -2.22305
H  1.39346  7.08742  -0.71568
H  -1.31914  3.84891  -2.35098
H  -3.72696  4.31136  -2.71306
H  -5.40144  2.51318  -2.21479
H  -4.54975  0.34163  -1.33650
Te  0.34818  -2.31095  2.29912
C  0.03649  -1.51926  4.21984
C  -0.81790  -0.54767  4.66240
C  -0.67571  -0.25259  6.05332
C  0.29154  -1.00346  6.65164
S  1.00916  -2.07687  5.52338
H  -1.52412  -0.05382  4.00636
H  -1.26644  0.48791  6.58009
H  0.62795  -0.97681  7.67802
Br  -6.03456  -2.32403  1.12035
C  -5.29649  -3.66090  -0.06327
C  -6.20497  -4.37066  -0.83936
C  -5.72210  -5.33818  -1.70920
C  -4.35109  -5.56438  -1.79336
C  -3.47812  -4.82648  -1.00316
C  -3.93661  -3.85479  -0.10400
I  -2.21378  -2.96836  1.12947
H  -7.26691  -4.17607  -0.76181
H  -6.41305  -5.91117  -2.31519
H  -3.96706  -6.32247  -2.46795
H  -2.40836  -5.00283  -1.08033

Values from the calculation:
Kohn-Sham gap ... 5.7 eV
Net charge ... -2
Relative energy (zero: lowest compared OMol25 entry of this formula, charge and spin) ... 87.6 kJ/mol
E ... -5711.652029 Ha